[1]
This record from the OMol25 dataset describes C12H30KN2O4 as an isolated structure in a non-equilibrium geometry. The level of theory is wB97M-V/def2-TZVPD.

Computed properties:
* orbital gap: 0.3613 Ha
* F_max: 1.122 eV Å⁻¹
* charge: +1
* highest occupied orbital energy: -12.06 eV
* relative energy (zero: lowest compared OMol25 entry of this formula, charge and spin): 13.33 kJ/mol

```
49
C12H30KN2O4, DFT wB97M-V/def2-TZVPD
K -0.2775 -0.2119 0.0133
C -1.6366 1.5341 -3.6761
O -1.1163 1.6704 -2.3731
C -0.7990 3.0164 -2.0646
C -0.1258 3.0667 -0.7088
N -1.0334 2.7322 0.3721
C -0.5234 3.1776 1.6762
C 0.9268 2.8091 1.9188
O 1.1368 1.4034 1.9637
C 0.7855 0.8338 3.2011
H -1.0821 2.1376 -4.3993
H -2.6948 1.8223 -3.7176
H -1.5779 0.4837 -3.9602
H -1.7051 3.6367 -2.0569
H -0.0918 3.4185 -2.7982
H 0.2839 4.0791 -0.5851
H 0.6728 2.3226 -0.7575
H -1.9724 3.0819 0.2388
H -1.1124 2.7624 2.4947
H -0.6107 4.2718 1.7651
H 1.2534 3.2570 2.8674
H 1.6201 3.2251 1.1891
H -0.2726 0.9870 3.4468
H 1.4218 1.1997 4.0109
H 0.9100 -0.2496 3.1257
C -2.4297 -1.6087 2.3589
O -1.0606 -1.8523 2.0595
C -0.7381 -3.2168 1.8170
C 0.7495 -3.3204 1.6478
N 1.2528 -2.5119 0.5293
C 1.0296 -3.2031 -0.7485
C 1.6215 -2.5448 -1.9778
O 1.3024 -1.1574 -2.0296
C 1.6311 -0.5834 -3.2711
H -2.9113 -2.5101 2.7505
H -2.9764 -1.2562 1.4816
H -2.4651 -0.8908 3.1781
H -1.2804 -3.5834 0.9351
H -1.0820 -3.8117 2.6688
H 1.0032 -4.3779 1.4863
H 1.2277 -3.0003 2.5726
H 2.2652 -2.5226 0.6267
H -0.0384 -3.3985 -0.8804
H 1.4633 -4.2172 -0.6962
H 1.1874 -3.0236 -2.8624
H 2.7119 -2.6421 -2.0247
H 1.1485 -1.1096 -4.1038
H 2.7155 -0.5774 -3.4422
H 1.2935 0.4528 -3.2619
```

[2]
This record from the OMol25 dataset describes C4H9NO as an isolated structure in a non-equilibrium geometry. The level of theory is wB97M-V/def2-TZVPD.

Computed properties:
* orbital gap: 0.2614 Ha
* F_max: 4.923 eV Å⁻¹
* charge: 0
* highest occupied orbital energy: -7.51 eV
* relative energy (zero: lowest compared OMol25 entry of this formula, charge and spin): 587.92 kJ/mol

```
15
C4H9NO, DFT wB97M-V/def2-TZVPD
C 0.1181 -1.6202 0.8077
C 0.5663 -0.5675 1.7037
C -0.0616 0.7118 1.3979
C 0.4196 1.2986 0.2239
N 0.0665 2.6326 -0.0347
O 1.2588 0.7211 -0.5294
H 0.3117 -2.6471 1.1133
H -0.8588 -1.2872 0.3377
H 1.1578 -0.9100 0.6638
H 1.0911 -0.8805 2.7271
H -2.3622 -2.6478 -5.0600
H -1.7769 -2.3977 -5.5623
H -0.5216 1.2913 2.1925
H -0.1401 3.2505 0.7614
H 0.7311 3.0520 -0.7426
```

[3]
This record from the OMol25 dataset describes C12H20N8O2Pt as an isolated structure. The level of theory is wB97M-V/def2-TZVPD.

Computed properties:
* orbital gap: 0.3301 Ha
* F_max: 0.160 eV Å⁻¹
* charge: +2
* highest occupied orbital energy: -14.40 eV
* relative energy (zero: lowest compared OMol25 entry of this formula, charge and spin): 0.00 kJ/mol

```
43
C12H20N8O2Pt, DFT wB97M-V/def2-TZVPD
Pt 0.3241 -0.2020 0.2381
N -0.7714 0.2609 -1.4385
C -1.7352 1.3581 -1.1131
C -2.0889 2.2274 -2.3208
C -0.9478 3.0005 -2.9905
C -0.3327 4.1447 -2.1845
N -1.3244 5.2006 -1.9783
C -1.4773 5.9777 -0.9105
N -0.6726 5.8832 0.1456
N -2.4180 6.9247 -0.9273
C -1.1853 2.1763 0.0607
O -1.7120 3.2274 0.3548
O -0.1230 1.7033 0.6518
H -0.0733 0.6073 -2.0951
H -1.2451 -0.5090 -1.9004
H -2.6497 0.8777 -0.7631
H -2.8575 2.9259 -1.9877
H -2.5609 1.5852 -3.0683
H -1.3364 3.4233 -3.9214
H -0.1402 2.3387 -3.3167
H 0.5199 4.5554 -2.7283
H 0.0345 3.7947 -1.2234
H -1.9370 5.3861 -2.7574
H -0.1503 5.0348 0.2864
H -0.9338 6.3614 0.9924
H -3.0758 6.9976 -1.6839
H -2.5894 7.4969 -0.1185
N 1.7736 -3.9833 0.6991
C 1.0690 -4.3239 -0.4311
C 0.4842 -3.1800 -0.8777
N 0.8338 -2.1528 -0.0377
C 1.6058 -2.6702 0.9110
C 1.9821 -1.7607 1.9706
N 1.4747 -0.5410 1.8707
C 1.9238 0.1861 2.9398
C 2.7168 -0.6207 3.6973
N 2.7439 -1.8458 3.0703
H 2.2932 -4.6280 1.2734
H 1.0485 -5.3292 -0.8118
H -0.1419 -3.0401 -1.7402
H 1.6490 1.2151 3.0864
H 3.2549 -0.4360 4.6096
H 3.2588 -2.6497 3.3923
```

[4]
This record from the OMol25 dataset describes one molecule with the formula C4H5BrN2O2S in a non-equilibrium geometry. The level of theory is wB97M-V/def2-TZVPD.

Computed properties:
* orbital gap: 0.3324 Ha
* F_max: 3.177 eV Å⁻¹
* charge: 0
* highest occupied orbital energy: -9.56 eV
* relative energy (zero: lowest compared OMol25 entry of this formula, charge and spin): 249.58 kJ/mol

```
15
C4H5BrN2O2S, DFT wB97M-V/def2-TZVPD
C 0.6388 0.2976 0.0898
C 1.2792 -0.9042 -0.5177
C 1.3866 1.2252 0.6743
C -1.4834 1.2839 -0.1156
N -0.7665 0.2753 0.0722
N 2.5160 -0.9429 -0.7202
O -2.2010 -1.3956 1.7263
O -2.3768 -1.3727 -0.7741
S -1.6345 -1.6935 0.4334
Br -3.3189 1.2356 0.0599
H 0.5814 -1.6236 -1.0701
H 2.3850 1.0975 0.5546
H 1.1279 2.2295 1.1385
H -0.8631 2.1527 -0.5427
H 2.7293 -1.8646 -1.0088
```

[5]
This record from the OMol25 dataset describes a 2-piece molecular cluster, C26H29N4 overall in a non-equilibrium geometry. The level of theory is wB97M-V/def2-TZVPD.

Computed properties:
* orbital gap: 0.2289 Ha
* F_max: 2.392 eV Å⁻¹
* charge: +1
* highest occupied orbital energy: -10.11 eV
* relative energy (zero: lowest compared OMol25 entry of this formula, charge and spin): 0.00 kJ/mol

```
59
C26H29N4, DFT wB97M-V/def2-TZVPD
C 5.7273 1.3941 1.1385
N 4.4729 0.9693 1.7194
C 3.4881 1.8031 2.1696
C 2.3411 1.0495 2.5232
C 1.1071 1.4959 3.0436
C -0.1405 1.2834 2.3978
C -0.3514 0.3060 1.3676
C -1.6192 -0.1131 1.0040
C -2.7541 0.5656 1.5424
N -4.0189 0.0939 1.3516
C -4.3137 -1.1168 0.6132
C -3.1080 -2.0219 0.4360
C -1.8519 -1.2405 0.0522
C -5.2101 0.7976 1.7881
C -4.9612 1.8949 2.8148
C -3.7059 2.6842 2.4654
C -2.5381 1.7798 2.2602
C -1.2846 2.0642 2.7496
C 2.7030 -0.3449 2.2536
C 1.9926 -1.5315 2.2210
C 2.6896 -2.7294 1.9781
C 4.0796 -2.7359 1.7491
C 4.7840 -1.5252 1.6445
C 4.0649 -0.3539 1.8635
H 6.4800 0.6197 1.2920
H 5.6477 1.5780 0.0573
H 6.0651 2.3230 1.6155
H 3.6064 2.8827 2.1521
H 1.1214 2.2151 3.8629
H 0.5160 -0.1334 0.8615
H -5.1225 -1.6474 1.1440
H -4.7150 -0.8538 -0.3812
H -2.9120 -2.5329 1.3857
H -3.3419 -2.7771 -0.3189
H -1.9564 -0.8461 -0.9695
H -0.9838 -1.9098 0.0565
H -5.7185 1.2427 0.9144
H -5.9144 0.0514 2.1918
H -5.8278 2.5592 2.8228
H -4.8646 1.4573 3.8171
H -3.8991 3.2604 1.5487
H -3.4617 3.3965 3.2571
H -1.1479 2.9413 3.3904
H 0.9186 -1.5158 2.4232
H 2.1273 -3.6703 1.9982
H 4.5925 -3.6931 1.6111
H 5.8404 -1.4722 1.3934
C -0.1120 -0.9112 8.2724
N 0.5205 -0.9542 6.9658
C 0.4300 0.0065 5.9773
N 1.2055 -0.3123 4.9551
C 1.8289 -1.4955 5.2804
C 1.4078 -1.9210 6.5209
H -0.0044 -1.9032 8.7194
H 0.3793 -0.1717 8.9192
H -1.1728 -0.6533 8.1760
H -0.2046 0.8719 6.0968
H 2.5264 -2.0035 4.6412
H 1.6606 -2.7975 7.0915
```

[6]
This record from the OMol25 dataset describes one molecule with the formula C6H10 in a non-equilibrium geometry. The level of theory is wB97M-V/def2-TZVPD.

Computed properties:
* orbital gap: 0.3788 Ha
* F_max: 1.698 eV Å⁻¹
* charge: 0
* highest occupied orbital energy: -9.22 eV
* relative energy (zero: lowest compared OMol25 entry of this formula, charge and spin): 163.98 kJ/mol

```
16
C6H10, DFT wB97M-V/def2-TZVPD
C -1.7373 -1.8115 0.0724
C -0.6097 -1.6011 0.7244
C 0.4840 -0.6249 0.4319
C 0.2910 0.7367 -0.1740
C -0.8491 1.3435 -0.5125
C 1.6130 1.4452 -0.3451
H -2.0810 -1.0992 -0.6697
H -2.2945 -2.7250 0.1148
H -0.4915 -2.1892 1.6316
H 1.1193 -0.4344 1.3033
H 1.1775 -1.2406 -0.1598
H -0.6904 2.3982 -0.6859
H -1.7233 0.7288 -0.6319
H 2.2326 1.3891 0.5532
H 2.1374 1.1616 -1.2524
H 1.4220 2.5227 -0.4001
```

[7]
This record from the OMol25 dataset describes C4H14N3 as an isolated structure. The level of theory is wB97M-V/def2-TZVPD.

Computed properties:
* orbital gap (spin up / spin down): 0.1245 / 0.3468 Ha
* F_max: 0.998 eV Å⁻¹
* <S²>: 0.751
* charge: 0
* highest occupied orbital energy (spin up / spin down): -2.51 / -8.66 eV
* multiplicity: 2
* relative energy (zero: lowest compared OMol25 entry of this formula, charge and spin): 209.28 kJ/mol

```
21
C4H14N3, DFT wB97M-V/def2-TZVPD
C -0.1407 2.6256 0.3742
C -1.4101 1.8711 0.7763
N -1.4556 0.4715 0.2976
H -0.0478 2.7336 -0.7060
H -0.1991 3.6362 0.7844
H 0.7529 2.1484 0.7784
H -1.4706 1.8495 1.8629
H -2.2559 2.4313 0.3877
H -1.4431 -0.1944 1.0747
H -2.3095 0.1999 -0.2071
C 1.3074 -1.2469 -0.6590
C 0.7126 -2.3847 -0.2891
N 1.4382 -3.4986 0.1743
N 0.5395 -0.1476 -1.2499
H 2.3605 -1.0592 -0.5183
H -0.3621 -2.4682 -0.3020
H 0.8397 -4.1255 0.6973
H 2.2034 -3.2030 0.7673
H 1.1439 0.6693 -1.3566
H -0.3925 0.1248 -0.5037
H 0.1888 -0.4332 -2.1832
```

[8]
This record from the OMol25 dataset describes one molecule with the formula C6H4Cl2N2O4 in a non-equilibrium geometry. The level of theory is wB97M-V/def2-TZVPD.

Computed properties:
* orbital gap: 0.2901 Ha
* F_max: 1.533 eV Å⁻¹
* charge: 0
* highest occupied orbital energy: -9.89 eV

```
18
C6H4Cl2N2O4, DFT wB97M-V/def2-TZVPD
O 2.4118 -3.3426 -0.9602
N 2.7511 -2.2741 -0.4871
O 3.8659 -2.0200 -0.0846
C 1.7326 -1.2841 -0.4221
C 1.8489 -0.0293 0.0630
Cl 3.3266 0.5908 0.6761
C 0.7640 0.9337 0.0530
C -0.5597 0.7005 0.1565
C -1.1736 -0.5505 0.4973
C -2.4598 -0.9088 0.2913
Cl -3.1268 -2.3613 0.9007
N -3.4118 -0.1189 -0.4709
O -4.5679 -0.4611 -0.4463
O -2.9766 0.8401 -1.0701
H 0.8048 -1.6126 -0.8673
H 1.0845 1.9613 -0.0525
H -1.2251 1.5415 0.0155
H -0.5553 -1.2582 1.0361
```

[9]
This record from the OMol25 dataset describes C34H43BCl5N6O3SSiZr as an isolated structure in a non-equilibrium geometry. The level of theory is wB97M-V/def2-TZVPD.

Computed properties:
* orbital gap: 0.2916 Ha
* F_max: 1.171 eV Å⁻¹
* charge: +1
* highest occupied orbital energy: -11.29 eV
* relative energy (zero: lowest compared OMol25 entry of this formula, charge and spin): 0.00 kJ/mol

```
95
C34H43BCl5N6O3SSiZr, DFT wB97M-V/def2-TZVPD
Zr 0.2228 0.7965 -0.0589
C -0.9862 -2.6242 2.9371
C 0.2358 -1.7135 2.8910
C 1.4458 -2.4000 3.5167
C -0.0681 -0.4403 3.6572
O 0.5286 -1.3613 1.4753
Si 1.1498 -2.4436 0.3480
S 1.5228 -1.0668 -1.2016
O 2.5418 -3.1304 0.8207
C 3.8527 -3.4733 0.3088
C 4.7278 -2.2272 0.2679
C 4.4214 -4.4702 1.3073
C 3.7607 -4.1014 -1.0757
O -0.0435 -3.5067 0.1428
C -0.2382 -4.8702 -0.2942
C 0.0351 -4.9742 -1.7886
C -1.6977 -5.1837 -0.0055
C 0.6740 -5.7944 0.5021
H -1.2988 -2.7425 3.9761
H -0.7707 -3.6081 2.5240
H -1.8100 -2.1856 2.3675
H 1.2275 -2.6018 4.5662
H 2.3288 -1.7603 3.4608
H 1.6716 -3.3479 3.0270
H -0.1209 -0.6773 4.7200
H -1.0272 -0.0227 3.3640
H 0.7103 0.3086 3.5237
H 4.8193 -1.7888 1.2655
H 4.3169 -1.4879 -0.4241
H 5.7274 -2.4987 -0.0770
H 4.4233 -4.0375 2.3097
H 5.4473 -4.7301 1.0361
H 3.8246 -5.3835 1.3241
H 3.2719 -3.4255 -1.7813
H 3.2120 -5.0440 -1.0434
H 4.7666 -4.3110 -1.4444
H -0.6957 -4.3921 -2.3520
H -0.0293 -6.0167 -2.1059
H 1.0323 -4.6002 -2.0270
H -2.3328 -4.4078 -0.4360
H -1.8797 -5.2277 1.0701
H -1.9744 -6.1444 -0.4450
H 1.7229 -5.5399 0.3454
H 0.5150 -6.8279 0.1898
H 0.4589 -5.7195 1.5709
B 0.7348 3.3271 2.4755
N 0.3360 3.8272 1.0549
C 0.1864 5.1101 0.7205
C -0.3797 5.1893 -0.5414
C -0.5416 3.8707 -0.9230
N -0.1118 3.0393 0.0424
N 1.8625 2.2641 2.3167
C 2.9990 2.1976 3.0029
C 3.6948 1.0558 2.6191
C 2.8874 0.4634 1.6694
N 1.7704 1.1956 1.4820
H 1.1906 4.2603 3.0792
H -0.2130 2.8241 3.0297
H 0.4741 5.8922 1.4056
H -0.6402 6.0778 -1.0930
H -0.9490 3.4974 -1.8416
H 3.2392 2.9608 3.7277
H 4.6460 0.7086 2.9882
H 3.0539 -0.4346 1.1037
Cl -2.0200 1.5934 1.7402
C -2.7086 0.3393 0.7457
C -1.8531 -0.1627 -0.2284
C -2.4405 -1.1631 -1.0295
Cl -1.6086 -1.8396 -2.3893
C -3.7394 -1.6309 -0.8136
Cl -4.4064 -2.8579 -1.8133
C -4.5226 -1.0899 0.2070
Cl -6.1096 -1.6629 0.4855
C -4.0072 -0.0674 0.9894
Cl -4.9434 0.6733 2.2212
C 4.5236 2.1236 -1.3450
C 4.5613 1.5470 -2.6041
C 3.3703 1.2803 -3.2548
C 2.1829 1.5455 -2.5965
N 2.1358 2.0299 -1.3489
C 3.2919 2.3464 -0.7594
C 0.8558 1.3525 -3.2287
C 0.7109 1.3058 -4.6020
C -0.5577 1.2201 -5.1520
C -1.6519 1.2227 -4.3096
C -1.4291 1.2718 -2.9498
N -0.2092 1.3219 -2.4033
H 5.4286 2.3837 -0.8127
H 5.5063 1.3153 -3.0803
H 3.3664 0.8401 -4.2417
H 3.2218 2.8109 0.2165
H 1.5772 1.3708 -5.2427
H -0.6850 1.1683 -6.2257
H -2.6631 1.1771 -4.6882
H -2.2594 1.2789 -2.2583
```

[10]
This record from the OMol25 dataset describes C45H38FN9O5SSc as an isolated structure in a non-equilibrium geometry. The level of theory is wB97M-V/def2-TZVPD.

Computed properties:
* orbital gap: 0.2101 Ha
* F_max: 1.810 eV Å⁻¹
* charge: +1
* highest occupied orbital energy: -8.94 eV
* relative energy (zero: lowest compared OMol25 entry of this formula, charge and spin): 138.72 kJ/mol

```
100
C45H38FN9O5SSc, DFT wB97M-V/def2-TZVPD
Sc -0.8248 0.5675 -0.3445
C 3.7831 3.4458 -2.3086
C 3.9346 2.3303 -1.5005
C 2.9361 1.9616 -0.6182
C 1.7488 2.6964 -0.5640
C 1.6314 3.8538 -1.3378
C 2.6389 4.2195 -2.2075
N 0.6426 2.2940 0.1968
C 0.6519 2.3280 1.5140
C 1.7559 2.7213 2.3317
C 1.6573 2.7053 3.6872
C 0.4530 2.3513 4.3411
C -0.6539 2.0392 3.6126
C -0.5910 2.0004 2.1966
N -1.5923 1.6837 1.3732
N -2.8041 1.4979 1.8169
C -3.7101 1.2647 0.8261
C -5.0795 1.2904 1.1451
C -6.0044 1.1457 0.1374
C -5.5493 0.9540 -1.1640
C -4.1860 0.8780 -1.3834
N -3.2730 1.0262 -0.4340
H 4.5498 3.7169 -3.0163
H 4.8402 1.7440 -1.5590
H 3.0453 1.0755 -0.0048
H 0.7387 4.4548 -1.2446
H 2.5245 5.1079 -2.8116
H 2.6718 3.0252 1.8485
H 2.5081 2.9819 4.2917
H 0.4249 2.3463 5.4199
H -1.6000 1.7982 4.0725
H -5.3744 1.4548 2.1684
H -7.0639 1.1836 0.3446
H -6.2338 0.8570 -1.9891
H -3.8052 0.6894 -2.3808
N -1.6661 1.4122 -4.7430
C -1.5082 2.7583 -5.1121
C -1.5135 3.1131 -6.4503
C -1.3741 4.4457 -6.8171
C -1.1805 5.4162 -5.8548
C -1.1553 5.0628 -4.5108
C -1.3501 3.7463 -4.1443
S -1.4344 3.2866 -2.4137
N -1.2478 1.6201 -2.4347
C -1.3961 0.9093 -3.4997
C -1.3511 -0.5623 -3.3537
C -1.2891 -1.4288 -4.4472
C -1.3269 -2.7953 -4.2359
C -1.3731 -3.2651 -2.9359
C -1.3726 -2.3371 -1.9070
N -1.4022 -1.0261 -2.0954
H -1.7223 0.7664 -5.5149
H -1.6413 2.3534 -7.2079
H -1.4194 4.7147 -7.8596
H -1.0589 6.4490 -6.1399
H -1.0107 5.8110 -3.7483
H -1.2020 -1.0661 -5.4590
H -1.3105 -3.4770 -5.0714
H -1.4060 -4.3200 -2.7202
H -1.3473 -2.6714 -0.8784
C 5.0613 -4.3608 1.7467
C 4.8723 -2.9374 2.2699
C 5.1592 -2.8119 3.7654
C 4.1218 -3.5806 4.5750
C 2.7680 -3.0365 4.2366
C 1.7420 -3.0646 5.1553
C 0.5171 -2.4732 4.8577
F -0.4664 -2.5205 5.7742
C 0.2968 -1.8432 3.6617
C 1.3124 -1.8394 2.6995
C 1.0686 -1.1815 1.4227
O 0.0486 -0.4743 1.2568
C 2.0471 -1.4247 0.4146
C 3.2194 -2.0355 0.7519
N 3.5178 -2.4596 1.9923
C 2.5497 -2.4557 2.9679
C 1.7603 -1.0255 -1.0386
O 2.4011 -1.5792 -1.9175
O 0.8398 -0.1629 -1.2028
H 6.0537 -4.7083 2.0179
H 4.9755 -4.3826 0.6635
H 4.3197 -5.0371 2.1641
H 5.5574 -2.2725 1.7306
H 5.1234 -1.7571 4.0522
H 6.1602 -3.1845 3.9751
H 4.3095 -3.4661 5.6437
H 4.1735 -4.6490 4.3492
H 1.8751 -3.5453 6.1118
H -0.6337 -1.3473 3.4373
H 3.9766 -2.1712 -0.0072
N -4.8399 -3.3640 1.9465
C -3.5247 -2.7467 2.0875
C -3.2599 -1.9003 0.8330
O -4.1986 -2.0147 -0.0792
O -2.2657 -1.2267 0.6865
H -4.8143 -4.3684 2.0684
H -4.8874 -2.6200 0.3260
H -5.5127 -2.9809 2.5993
H -2.7262 -3.4946 2.1365
H -3.4300 -2.1022 2.9674
```

- charge of number 6 (C6H10)?
  0

- Which value of charge does entry 4 give?
  0